Run w
# C8H15NO

An isolated molecule of C8H15NO (ωB97M-V/def2-TZVPD, the Open Molecules 2025 dataset).

Geometry as XYZ:
```
25
Properties=species:S:1:pos:R:3:mulliken_charge:R:1
C 0.02646 3.14027 -1.34372 -1.13
C 0.00783 2.18090 -0.15106 -0.75
C -0.37356 0.79261 -0.59994 0.34
C 0.72715 0.12612 -1.51092 -0.65
C 0.96769 -1.06668 -0.62507 -0.62
C 1.27236 -2.40981 -0.16746 -0.52
C 0.50519 -2.27846 1.24230 -0.60
N -0.61576 -1.30311 1.24898 -0.26
C -0.91447 -0.05487 0.73776 0.00
O -1.73462 0.57268 1.31027 -0.62
H -0.98690 3.17967 -1.79166 0.30
H 0.32134 4.16093 -1.00756 0.36
H 0.69936 2.80380 -2.12989 0.30
H 0.97254 2.23274 0.34819 0.26
H -0.73620 2.53073 0.56331 0.40
H -1.31058 0.80481 -1.18352 0.47
H 0.25345 -0.18096 -2.44240 0.23
H 1.61843 0.75701 -1.64708 0.42
H 1.09219 -0.48535 0.34290 0.28
H -0.13596 -1.32556 -0.70396 0.32
H 0.77379 -3.21247 -0.74807 0.28
H 2.32987 -2.64037 -0.00703 0.29
H 1.19223 -1.95567 2.06323 0.25
H 0.02239 -3.18281 1.60572 0.38
H -1.23060 -1.52665 2.02141 0.28
```

Results
SMILES string: CC[C@H]1CCCCNC1=O
LUMO energy: 0.896 eV
HOMO: -9.19 eV

***

Run x
# C8H15NO

A cluster of 3 separate species, C8H15NO in total (ωB97M-V/def2-TZVPD, the Open Molecules 2025 dataset).

Geometry as XYZ:
```
25
Properties=species:S:1:pos:R:3:mulliken_charge:R:1
C -3.08609 3.50742 -0.67664 -1.53
C -3.28191 2.34377 0.27640 0.14
C -4.50517 1.41765 0.08958 -0.73
C -3.61361 0.21714 0.47470 -0.82
C -2.36146 1.08988 0.19652 0.17
C -1.72124 0.84705 -1.16540 -0.88
C -0.89382 -0.43914 -1.18652 -0.46
C -0.11887 -0.60850 -2.43586 0.47
N 0.02904 -0.26111 -3.59336 -0.71
H -3.11960 3.17454 -1.72377 0.31
H -3.87825 4.25510 -0.52397 0.42
H -2.12202 4.00982 -0.50587 0.33
H -3.26845 2.72212 1.31003 0.34
H -5.38283 1.62138 0.71849 0.35
H -4.81885 1.37345 -0.96360 0.25
H -3.70182 -0.03374 1.54047 0.29
H -3.72124 -0.70317 -0.11738 0.30
H -1.57866 1.05614 0.97059 0.43
H -2.48853 0.79473 -1.95254 0.31
H -1.07299 1.69926 -1.41838 0.37
H -0.18214 -0.45081 -0.34427 0.35
H -1.54406 -1.31850 -1.04955 0.32
O 1.98369 -0.91785 -2.28457 -0.85
H 1.95254 -1.50669 -1.52330 0.29
H 1.58581 -0.62376 -3.52404 0.52
```

Results
LUMO energy: 0.669 eV
HOMO: -9.29 eV

***

Run y
# C8H15NO

An isolated molecule of C8H15NO (ωB97M-V/def2-TZVPD, the Open Molecules 2025 dataset).

Geometry as XYZ:
```
25
Properties=species:S:1:pos:R:3:mulliken_charge:R:1
C -0.32482 -1.22710 1.51747 -1.31
C 0.19258 -0.94088 0.30808 0.65
C 0.16340 -2.00011 -0.75332 -1.72
C 0.80223 0.49263 0.09378 1.83
C 1.74436 0.68168 -1.08292 -1.30
C 1.36590 1.14672 1.41694 -1.87
C -0.53969 1.33129 -0.22223 -0.93
C -1.33431 0.47730 -1.13921 -0.32
N -2.42816 -0.11063 -0.86489 -0.46
O -2.92397 -0.00235 0.35579 -0.35
H -0.47431 -0.48405 2.27386 0.24
H -0.85543 -2.13610 1.70009 0.39
H 0.87066 -1.90612 -1.56870 0.30
H -0.80284 -2.05568 -1.25638 0.36
H 0.36615 -2.92061 -0.32487 0.55
H 2.83626 0.77111 -0.86323 0.35
H 1.33754 1.67631 -1.53407 0.28
H 1.59807 -0.15905 -1.80089 0.28
H 1.74478 2.05853 1.03647 0.53
H 2.13370 0.61891 2.03755 0.29
H 0.56468 1.41130 2.10695 0.42
H -0.31274 2.41507 -0.45885 0.53
H -1.06934 1.35473 0.74878 0.40
H -0.88315 0.04548 -2.07600 0.49
H -3.77158 -0.53840 0.34982 0.38
```

Results
SMILES string: C=C(C)C(C)(C)C/C=N\O
LUMO energy: 0.858 eV
HOMO: -8.93 eV

***

On energetic grounds, run y is preferred over the next structure by 17.2 kJ/mol.

***

Run w
# C6H7ClO

An isolated molecule of C6H7ClO (ωB97M-V/def2-TZVPD, the Open Molecules 2025 dataset).

Geometry as XYZ:
```
15
Properties=species:S:1:pos:R:3:mulliken_charge:R:1
C -0.29702 0.23717 1.93731 -0.99
C 0.54259 -0.07655 0.61310 0.40
C 0.19208 -1.34388 -0.23443 0.06
O 0.21347 -2.45501 0.14188 -0.51
C -0.17491 -0.83724 -1.59703 -0.56
C -0.13670 0.67738 -1.51753 -0.35
C 0.29220 1.08332 -0.33061 -0.04
Cl 0.49160 2.75131 0.12304 -0.19
H -0.48325 -0.82806 2.42684 0.30
H -1.29679 0.87890 1.79379 0.25
H 0.43286 0.92594 2.50636 0.30
H 1.62848 -0.02230 0.88180 0.30
H 0.28208 -1.18116 -2.55584 0.36
H -1.16844 -1.13467 -1.82815 0.31
H -0.51826 1.32483 -2.36053 0.36
```

Results
SMILES string: C[C@H]1C(=O)CC=C1Cl
LUMO energy: 0.806 eV
HOMO: -9.39 eV

***

Run x
# C6H7ClO

An isolated molecule of C6H7ClO (ωB97M-V/def2-TZVPD, the Open Molecules 2025 dataset).

Geometry as XYZ:
```
15
Properties=species:S:1:pos:R:3:mulliken_charge:R:1
C 1.70359 -0.28001 1.09909 -1.10
C 0.63336 -0.21084 0.06606 0.13
C 0.17681 -1.13729 -0.82373 -0.30
C -1.01088 -0.63406 -1.52876 -0.32
C -1.25987 0.55462 -1.03845 -0.11
Cl -2.56980 1.64778 -1.44569 -0.19
C -0.37078 0.94494 0.09811 -0.13
O -0.97226 1.14477 1.36765 -0.53
H 2.04230 -1.33249 1.15247 0.33
H 2.53997 0.36456 0.86479 0.27
H 1.28882 0.01754 2.07650 0.28
H 0.64343 -2.11281 -0.95982 0.41
H -1.51885 -1.13145 -2.34484 0.46
H 0.06170 1.90786 -0.10370 0.41
H -1.38753 0.25689 1.52035 0.39
```

Results
SMILES string: CC1=CC=C(Cl)[C@H]1O
LUMO energy: 0.492 eV
HOMO: -8.54 eV

***

Run y
# C6H7ClO

A structure of composition C6H7ClO (ωB97M-V/def2-TZVPD, the Open Molecules 2025 dataset).

Geometry as XYZ:
```
15
Properties=species:S:1:pos:R:3:mulliken_charge:R:1
C -1.39496 -0.96602 0.08149 -0.60
C 0.04628 -0.50389 0.52339 -0.32
C 1.89770 -1.19681 -0.34796 -0.40
C 1.02764 0.07617 -0.61106 0.32
C 1.54110 1.35545 -0.30134 -0.59
C 1.84082 2.42015 0.31460 -0.22
H -1.47080 -1.72649 -0.84404 0.30
H -1.85283 -1.51408 0.92349 0.37
H 0.15735 -0.25321 1.49392 0.56
H 2.32275 -1.57760 -1.30402 0.26
H 3.00534 -1.15714 0.02583 0.27
H 0.41754 0.02982 -1.45896 0.40
H 2.18709 3.25739 1.30212 0.30
O 0.95077 -1.81126 0.48307 -0.43
Cl -2.47789 0.60712 -0.11516 -0.22
```

Results
LUMO energy: 0.751 eV
HOMO: -9.73 eV

***

On energetic grounds, run x is preferred over the next structure by 12.1 kJ/mol.

***

Run w
# C2H5NOS

A cluster of 2 separate species, C2H5NOS in total (ωB97M-V/def2-TZVPD, the Open Molecules 2025 dataset).

Geometry as XYZ:
```
10
Properties=species:S:1:pos:R:3:mulliken_charge:R:1
C -0.61627 -1.39938 1.53940 -0.07
C -1.62976 0.35293 -0.00352 -0.71
N -1.03499 -0.56739 0.79386 -0.05
O 1.72067 0.39453 -0.80560 -0.48
S 1.99786 -0.40540 0.65932 -0.05
H 2.41361 1.07168 -1.11877 0.34
H -1.08352 0.68436 -0.92149 0.23
H -1.79148 1.39249 0.40569 0.29
H -2.49497 0.03156 -0.56462 0.34
H 2.51884 -1.55538 0.01574 0.17
```

Results
LUMO energy: 0.276 eV
HOMO: -8.84 eV

***

Run x
# C2H5NOS

An isolated molecule of C2H5NOS (ωB97M-V/def2-TZVPD, the Open Molecules 2025 dataset).

Geometry as XYZ:
```
10
Properties=species:S:1:pos:R:3:mulliken_charge:R:1
N 0.83952 -0.75848 -0.31691 -0.50
C 0.50076 0.58688 0.17181 -0.31
C -1.02233 0.70111 -0.02659 0.45
O -1.50163 1.79728 -0.28655 -0.50
S -1.96869 -0.86648 -0.06882 -0.22
H 0.82397 -0.98668 -1.36074 0.21
H 1.65130 -1.32672 0.01298 0.21
H 0.93739 1.61737 -0.18956 0.24
H 0.58331 0.68747 1.32716 0.23
H -0.84362 -1.45176 0.73721 0.21
```

Results
SMILES string: NCC(=O)S
LUMO energy: 0.588 eV
HOMO: -9.20 eV

***

Run y
# C2H5NOS

An isolated molecule of C2H5NOS (ωB97M-V/def2-TZVPD, the Open Molecules 2025 dataset).

Geometry as XYZ:
```
10
Properties=species:S:1:pos:R:3:mulliken_charge:R:1
C 1.63937 -0.80737 0.20556 -0.70
O 1.10747 0.34860 -0.30402 -0.29
C -0.10615 0.37023 -0.18153 0.39
N -0.34202 1.76691 0.06232 -0.56
S -1.28126 -0.84877 0.00029 -0.29
H 2.76629 -0.74619 0.06600 0.27
H 1.37285 -1.13160 1.45104 0.30
H 1.47186 -1.76502 -0.58179 0.31
H 0.55497 2.31965 0.32157 0.27
H -1.33074 2.36919 0.59026 0.31
```

Results
SMILES string: COC(N)=S
LUMO energy: 0.577 eV
HOMO: -8.55 eV

***

On energetic grounds, run x is preferred over the next structure by 175.8 kJ/mol.

***

Run w
# C2H5NOS

An isolated molecule of C2H5NOS (ωB97M-V/def2-TZVPD, the Open Molecules 2025 dataset).

Geometry as XYZ:
```
10
Properties=species:S:1:pos:R:3:mulliken_charge:R:1
C 0.67678 0.92852 -0.06996 -1.28
C 0.62892 -0.57227 -0.14680 0.84
O 1.60832 -1.24512 -0.29414 -0.53
N -0.62566 -1.22989 0.04722 -0.29
S -2.10313 -0.41899 -0.23586 -0.13
H 0.05144 1.30706 -0.89190 0.41
H 1.67848 1.25321 -0.17411 0.25
H 0.25176 1.21277 0.92802 0.33
H -0.59828 -2.03401 0.66508 0.27
H -1.56865 0.79872 0.17245 0.12
```

Results
SMILES string: CC(=O)NS
LUMO energy: 0.737 eV
HOMO: -8.92 eV

***

Run x
# C2H5NOS

A cluster of 2 separate species, C2H5NOS in total (ωB97M-V/def2-TZVPD, the Open Molecules 2025 dataset).

Geometry as XYZ:
```
10
Properties=species:S:1:pos:R:3:mulliken_charge:R:1
C 0.59678 -1.25936 -0.08150 -0.39
C 0.46472 1.31140 0.09367 -0.70
N -0.66370 -1.52163 -0.28654 -0.48
O -2.11573 1.33404 -0.03646 -0.49
S -0.89154 1.39668 -0.89186 0.46
H 1.13927 -1.00311 -0.92748 0.40
H 1.04855 -1.30923 0.96978 0.29
H 0.20692 1.41576 1.09021 0.35
H 1.36129 1.77422 -0.31058 0.35
H -1.14656 -2.13876 0.38076 0.21
```

Results
LUMO energy (alpha / beta): -0.753 / -0.754 eV
HOMO (alpha / beta): -9.24 / -9.24 eV

***

Run y
# C2H5NOS

An isolated molecule of C2H5NOS (ωB97M-V/def2-TZVPD, the Open Molecules 2025 dataset).

Geometry as XYZ:
```
10
Properties=species:S:1:pos:R:3:mulliken_charge:R:1
C 1.26128 0.28835 0.16437 -0.82
N -0.04736 -0.24548 -0.09209 0.20
O -0.12847 -1.59656 -0.23443 -0.34
C -1.16410 0.49483 0.04999 0.08
S -2.59593 -0.12135 -0.26474 -0.51
H 1.94229 -0.22272 -0.54301 0.27
H 1.43457 -0.00815 1.13889 0.34
H 1.34265 1.40396 -0.06264 0.29
H -1.06252 -1.60269 -0.27701 0.29
H -0.98241 1.60981 0.12067 0.20
```

Results
SMILES string: CN(O)C=S
LUMO energy: 0.767 eV
HOMO: -8.60 eV

***

On energetic grounds, run w is preferred over the next structure by 159.2 kJ/mol.

***

Run w
# C2H5NOS

An isolated molecule of C2H5NOS (ωB97M-V/def2-TZVPD, the Open Molecules 2025 dataset).

Geometry as XYZ:
```
10
Properties=species:S:1:pos:R:3:mulliken_charge:R:1
C -0.19964 0.40047 0.45135 -0.81
C -0.05163 -0.80291 -0.43194 -0.49
N -0.80147 -1.82442 0.04068 -0.38
O -3.79459 -2.19738 -0.86431 -0.44
S -2.37830 -1.69198 -0.84931 0.47
H 0.60173 0.97741 0.04822 0.27
H -0.03248 0.04198 1.56125 0.27
H -1.22056 0.83942 0.19969 0.25
H 0.96355 -1.15095 -0.47167 0.42
H -0.22290 -0.43265 -1.42042 0.43
```

Results
LUMO energy (alpha / beta): -1.440 / -1.444 eV
HOMO (alpha / beta): -9.71 / -9.72 eV

***

Run x
# C2H5NOS

An isolated molecule of C2H5NOS (ωB97M-V/def2-TZVPD, the Open Molecules 2025 dataset).

Geometry as XYZ:
```
10
Properties=species:S:1:pos:R:3:mulliken_charge:R:1
N 0.80411 1.35357 0.24869 -0.69
C 0.08870 0.15320 0.58482 -0.80
C -0.12731 -0.62184 -0.66802 0.71
O 0.42409 -0.30433 -1.65396 -0.48
S -1.33806 -1.89911 -0.68816 -0.22
H 0.29200 1.85781 -0.45490 0.25
H 1.58006 1.00784 -0.32801 0.28
H 0.81047 -0.29800 1.25813 0.30
H -0.82213 0.38806 1.05670 0.50
H -1.71192 -1.63720 0.64472 0.14
```

Results
SMILES string: NCC(=O)S
LUMO energy: 0.591 eV
HOMO: -9.88 eV

***

Run y
# C2H5NOS

An isolated molecule of C2H5NOS (ωB97M-V/def2-TZVPD, the Open Molecules 2025 dataset).

Geometry as XYZ:
```
10
Properties=species:S:1:pos:R:3:mulliken_charge:R:1
N -1.05588 1.74855 0.30449 -0.69
C -0.87674 0.67540 -0.72008 -0.57
C 0.15081 -0.32219 -0.35437 0.43
O 0.41404 -1.11927 -1.37417 -0.46
S 0.79900 -0.56006 1.13739 -0.30
H -0.26212 1.85624 0.99442 0.29
H -1.64233 1.20526 1.02436 0.28
H -0.47261 1.07809 -1.73568 0.30
H -1.83593 0.32633 -1.02966 0.37
H -0.13655 -0.90993 -2.14305 0.34
```

Results
SMILES string: NCC(O)=S
LUMO energy: 0.221 eV
HOMO: -9.02 eV

***

Run z
# C2H5NOS

An isolated molecule of C2H5NOS (ωB97M-V/def2-TZVPD, the Open Molecules 2025 dataset).

Geometry as XYZ:
```
10
Properties=species:S:1:pos:R:3:mulliken_charge:R:1
C -0.71533 -1.23744 1.16052 -0.82
S 1.05022 -0.53007 1.21507 -0.02
C 0.89246 0.49051 -0.23129 0.08
N -0.08474 0.75499 -0.98671 -0.32
O 0.29939 1.77141 -1.91105 -0.39
H -1.37444 -0.39485 1.60000 0.26
H -1.06663 -1.50239 0.19771 0.31
H -0.57149 -1.96050 1.89614 0.32
H 1.98542 0.88262 -0.43419 0.25
H -0.41485 1.72571 -2.50621 0.35
```

Results
SMILES string: CS/C=N/O
LUMO energy: 0.776 eV
HOMO: -8.87 eV

***

On energetic grounds, run x is preferred over the next structure by 47.1 kJ/mol.

***

Run w
# C2H5NOS

A cluster of 2 separate species, C2H5NOS in total (ωB97M-V/def2-TZVPD, the Open Molecules 2025 dataset).

Geometry as XYZ:
```
10
Properties=species:S:1:pos:R:3:mulliken_charge:R:1
C -0.02589 1.44975 0.46948 -0.19
C 1.39804 -0.28622 -0.56961 -0.57
N 0.99899 0.95721 0.06561 -0.22
O -2.86742 -0.84787 0.57496 -0.42
S -2.52657 0.46022 -0.39871 -0.12
H -0.22916 2.42717 0.66004 0.38
H 2.48026 -0.01648 -0.73656 0.26
H 1.30225 -1.06053 0.24657 0.24
H 0.73914 -0.46362 -1.38451 0.30
H -2.26466 -1.53326 0.28237 0.33
```

Results
LUMO energy (alpha / beta): -0.131 / -0.714 eV
HOMO (alpha / beta): -8.27 / -7.57 eV

***

Run x
# C2H5NOS

A cluster of 2 separate species, C2H5NOS in total (ωB97M-V/def2-TZVPD, the Open Molecules 2025 dataset).

Geometry as XYZ:
```
10
Properties=species:S:1:pos:R:3:mulliken_charge:R:1
C 1.39449 1.57444 0.04710 -0.13
C -1.02593 -1.37591 0.18206 -0.59
N 2.14416 0.63065 -0.03116 -0.42
O -2.57492 0.60765 -0.72141 -0.47
S -1.65912 0.24048 0.44218 0.33
H 1.40701 2.57626 0.19253 0.35
H -1.23262 -1.81512 1.15897 0.26
H 0.12362 -1.20394 -0.11646 0.19
H -1.62469 -1.97422 -0.63578 0.25
H 3.04800 0.73971 -0.51803 0.23
```

Results
LUMO energy (alpha / beta): 0.425 / -0.386 eV
HOMO (alpha / beta): -8.37 / -7.84 eV

***

On energetic grounds, run w is preferred over the next structure by 31.6 kJ/mol.